Entry i
Entry from the OMol25 dataset: a cluster of 8 separate species, C48H120N8O16 in total (the ωB97M-V functional and the def2-TZVPD basis).

The geometry in XYZ format:
```
192
C48H120N8O16, DFT the ωB97M-V functional and the def2-TZVPD basis
C -0.8696 -8.1237 -3.3645
O -1.8337 -9.1077 -3.6939
C -1.2812 -10.2970 -4.2222
C -2.3818 -11.0525 -4.9892
N -2.3149 -12.4318 -4.7372
C -3.1313 -13.3139 -5.4864
C -3.0492 -14.7150 -4.9194
O -3.6726 -15.5920 -5.8075
C -3.8553 -16.8261 -5.2267
H 0.0137 -8.5809 -2.8798
H -1.3056 -7.3592 -2.7405
H -0.4340 -7.7410 -4.3066
H -0.9047 -10.9116 -3.3733
H -0.3950 -10.0780 -4.8389
H -2.1256 -10.8311 -6.0338
H -3.3069 -10.5815 -4.6460
H -1.6335 -12.7440 -4.0815
H -2.9394 -13.3307 -6.5709
H -4.2017 -13.0617 -5.3804
H -3.5453 -14.7029 -3.9402
H -2.0143 -15.0716 -4.8043
H -3.0457 -17.0619 -4.5219
H -3.8924 -17.5883 -6.0011
H -4.7848 -16.8975 -4.6418
C -5.9285 8.9475 -1.0171
O -6.8832 7.9784 -0.7413
C -6.3926 6.6467 -0.8355
C -5.5310 6.3063 0.3506
N -5.2461 4.9241 0.4431
C -4.3231 4.2957 -0.4611
C -4.0573 2.8788 -0.0695
O -3.5825 2.8372 1.2638
C -2.8131 1.7406 1.4511
H -5.6723 8.9300 -2.0865
H -5.0466 8.8758 -0.3817
H -6.3979 9.9189 -0.8573
H -5.9527 6.4928 -1.8299
H -7.2845 6.0127 -0.8119
H -5.9258 6.7096 1.2766
H -4.5609 6.8407 0.2319
H -5.1033 4.5495 1.3679
H -3.3549 4.8369 -0.5604
H -4.7039 4.2251 -1.4940
H -3.4101 2.4611 -0.8475
H -5.0030 2.3202 -0.0387
H -3.2667 0.8018 1.0843
H -2.6040 1.5240 2.5000
H -1.8471 1.7948 0.9354
C 4.9061 2.7412 -1.1244
O 5.5682 3.6790 -1.9013
C 6.6755 4.1813 -1.1982
C 7.4027 5.1298 -2.0741
N 8.0697 4.4063 -3.1646
C 8.2627 5.2005 -4.3775
C 7.0914 5.2260 -5.3255
O 6.6511 3.9771 -5.7492
C 7.5177 3.4556 -6.7132
H 3.8977 2.5859 -1.5103
H 4.7613 3.0544 -0.0809
H 5.4163 1.7666 -1.1192
H 7.3558 3.3556 -0.9366
H 6.3163 4.6648 -0.2927
H 8.1180 5.6876 -1.4681
H 6.6318 5.7927 -2.5025
H 7.5413 3.5638 -3.3685
H 9.1628 4.8027 -4.8696
H 8.5596 6.2124 -4.0883
H 7.3129 5.8653 -6.1962
H 6.2643 5.7713 -4.8547
H 8.4568 3.9973 -6.8475
H 7.0264 3.4179 -7.6931
H 7.7892 2.4215 -6.4881
C -2.3694 -4.3844 -4.3398
O -2.2448 -2.9681 -4.3552
C -1.6339 -2.4668 -3.2249
C -1.3734 -0.9650 -3.3733
N -0.2963 -0.4326 -2.5557
C -0.4115 -0.5255 -1.1086
C 0.5489 0.4182 -0.3888
O 0.1883 0.3615 0.9272
C 0.9608 1.1937 1.7680
H -2.6663 -4.6815 -5.3424
H -3.1440 -4.6635 -3.6186
H -1.3969 -4.8429 -4.1201
H -0.6441 -2.9406 -3.0865
H -2.2039 -2.5903 -2.2857
H -2.2708 -0.3482 -3.2235
H -1.1119 -0.7565 -4.4196
H 0.6126 -0.5905 -2.9732
H -0.1633 -1.5476 -0.7799
H -1.3902 -0.1557 -0.7903
H 0.4529 1.4287 -0.8284
H 1.6133 0.1830 -0.5607
H 0.7781 2.2470 1.4746
H 2.0500 1.0538 1.7798
H 0.6319 1.1103 2.8064
C -3.7912 -2.6033 0.4286
O -4.8655 -3.1792 1.0882
C -5.3709 -2.3669 2.1214
C -6.0598 -3.2164 3.1766
N -6.9377 -2.3428 4.0160
C -7.9069 -3.0532 4.8110
C -8.7450 -2.1330 5.6858
O -8.2508 -2.1530 7.0034
C -8.9800 -1.2970 7.9219
H -3.1386 -3.2715 -0.1315
H -3.1577 -1.9922 1.0834
H -4.1682 -1.8924 -0.3327
H -6.1860 -1.7345 1.7277
H -4.6729 -1.6822 2.6219
H -5.3416 -3.6612 3.8993
H -6.6050 -4.0321 2.7054
H -6.3957 -1.7181 4.5946
H -7.4487 -3.8543 5.4271
H -8.6297 -3.6357 4.2244
H -9.7627 -2.5718 5.6946
H -8.8831 -1.1312 5.2603
H -10.0486 -1.2750 7.6719
H -8.4881 -0.3201 7.9015
H -8.9445 -1.7369 8.9185
C 4.6336 1.4152 3.5973
O 3.7247 2.4209 3.2218
C 3.6691 3.5308 4.1250
C 2.7559 4.5641 3.5559
N 3.0309 4.8942 2.1567
C 1.8725 5.4205 1.4324
C 2.2242 5.6148 -0.0216
O 1.2741 6.2827 -0.7890
C -0.0230 5.7401 -0.7223
H 4.9159 0.8468 2.7162
H 4.1625 0.7205 4.3077
H 5.5384 1.8269 4.0630
H 4.6970 3.9182 4.2047
H 3.2877 3.2220 5.1072
H 3.0065 5.4880 4.0993
H 1.7126 4.2554 3.7229
H 3.5515 4.2414 1.5956
H 1.4501 6.2791 1.9682
H 1.0498 4.6697 1.4875
H 2.4514 4.6271 -0.4632
H 3.1810 6.1418 -0.0714
H -0.6825 6.4449 -1.2480
H -0.4287 5.7480 0.2962
H -0.1619 4.7732 -1.2208
C 1.7714 7.7434 8.0512
O 1.9088 6.8052 9.0905
C 0.7202 6.1372 9.3273
C 1.0472 4.8182 10.0009
N 1.5972 3.8433 9.0618
C 0.9627 2.5283 9.0089
C -0.4524 2.5377 8.5086
O -0.5252 2.8338 7.1356
C -0.0503 1.8433 6.2272
H 2.7418 8.2107 7.9119
H 0.9827 8.4763 8.2316
H 1.5544 7.1948 7.1200
H 0.2243 5.8473 8.3959
H 0.1024 6.7252 10.0139
H 0.1197 4.4511 10.4794
H 1.6987 4.9339 10.8790
H 1.6846 4.2064 8.1250
H 1.0951 2.0383 9.9792
H 1.6019 1.9410 8.3395
H -1.0974 3.2187 9.0579
H -0.8743 1.5266 8.6915
H 0.5961 2.2584 5.4474
H -0.9204 1.4773 5.6593
H 0.4192 1.0382 6.7979
C 6.2138 0.5674 -4.8712
O 5.6179 -0.6736 -5.2186
C 4.2963 -0.5609 -5.7092
C 3.2032 -0.4022 -4.6290
N 2.4443 -1.5798 -4.2517
C 3.0737 -2.6232 -3.4510
C 4.0405 -3.5007 -4.1989
O 4.2762 -4.6209 -3.4599
C 5.4198 -5.3975 -3.7407
H 5.6555 1.1558 -4.1533
H 6.4490 1.0256 -5.8345
H 7.1900 0.2999 -4.4625
H 4.0889 -1.3782 -6.3986
H 4.2350 0.3582 -6.3321
H 2.4915 0.3709 -4.9563
H 3.6110 0.0616 -3.7322
H 1.8949 -1.9557 -5.0093
H 2.2113 -3.2380 -3.1578
H 3.4748 -2.2119 -2.5242
H 4.9313 -2.9091 -4.4668
H 3.5807 -3.7320 -5.1797
H 5.4358 -5.7088 -4.8049
H 5.3353 -6.3318 -3.1960
H 6.3303 -4.8225 -3.5450
```

## Properties
LUMO level, eV: 0.47
M, g mol⁻¹: 1065.5
Orbital gap, Eh: 0.3211
SMILES: COCCNCCOC.COCCNCCOC.COCCNCCOC.COCCNCCOC.COCCNCCOC.COCCNCCOC.COCCNCCOC.COCCNCCOC
Multiplicity: 1


Entry ii
Entry from the OMol25 dataset: a cluster of 8 separate species, C48H120N8O16 in total (the ωB97M-V functional and the def2-TZVPD basis).

The geometry in XYZ format:
```
192
C48H120N8O16, DFT the ωB97M-V functional and the def2-TZVPD basis
C 7.6202 10.3012 -2.7537
O 7.5551 10.1442 -4.2085
C 8.7752 10.5088 -4.8510
C 9.6702 9.1992 -5.3057
N 10.8459 9.4972 -6.0954
C 10.6453 9.9474 -7.4342
C 10.3300 8.7034 -8.2510
O 11.3192 7.6002 -8.3479
C 10.8598 6.3017 -8.7746
H 7.9272 11.3087 -2.4730
H 8.2643 9.4985 -2.3945
H 6.5657 10.2073 -2.4944
H 9.4947 11.1770 -4.3779
H 8.3840 11.0863 -5.6886
H 9.0376 8.4036 -5.6992
H 10.0797 8.5460 -4.5351
H 11.5320 8.7563 -6.1157
H 11.4171 10.4149 -8.0457
H 9.9053 10.7477 -7.4316
H 10.1013 8.8465 -9.3072
H 9.4116 8.2697 -7.8554
H 9.8603 6.4582 -9.1804
H 10.8198 5.7186 -7.8546
H 11.5763 6.0071 -9.5414
C 10.3745 4.2944 3.1480
O 10.3041 2.9411 3.0915
C 9.9995 2.4007 4.3228
C 10.0686 0.8128 4.1949
N 9.1166 0.2727 3.2205
C 9.6406 0.2480 1.9055
C 10.7604 -0.8183 1.6109
O 10.8918 -1.7482 2.7277
C 11.2234 -3.0523 2.3410
H 10.6902 4.6921 2.1835
H 11.0659 4.7565 3.8527
H 9.3712 4.5873 3.4572
H 9.0886 2.8185 4.7513
H 10.6812 2.6727 5.1286
H 10.0400 0.3825 5.1959
H 11.0637 0.4481 3.9403
H 9.0600 -0.7200 3.3980
H 9.9954 1.1861 1.4784
H 8.8980 -0.2102 1.2523
H 11.7431 -0.3480 1.5740
H 10.5684 -1.1987 0.6077
H 12.2360 -3.0203 1.9388
H 10.6083 -3.6528 1.6708
H 11.2518 -3.6223 3.2696
C 14.0822 -3.8806 -7.5374
O 14.3020 -3.8389 -6.1473
C 13.0309 -4.1132 -5.3522
C 12.0152 -2.9073 -5.3408
N 12.8067 -1.7357 -4.9765
C 11.9978 -0.4308 -5.1491
C 12.5512 0.6724 -4.2922
O 11.9733 1.8435 -4.9295
C 12.5513 3.0233 -4.3764
H 13.6630 -4.7796 -7.9893
H 15.1065 -3.9154 -7.9086
H 13.5842 -2.9474 -7.8005
H 13.4034 -4.2068 -4.3321
H 12.6305 -5.1182 -5.4859
H 11.2064 -3.0744 -4.6293
H 11.6170 -2.9421 -6.3549
H 13.6283 -1.6383 -5.5558
H 10.9277 -0.4328 -4.9419
H 12.0514 -0.1385 -6.1978
H 13.6361 0.6726 -4.3973
H 12.4801 0.4659 -3.2242
H 12.3020 3.9372 -4.9154
H 13.6396 3.0253 -4.3163
H 12.1184 3.2819 -3.4100
C -3.9051 0.7238 0.5602
O -2.7092 1.3059 0.1096
C -1.6614 1.5472 1.0333
C -0.4674 2.2823 0.3197
N 0.8363 1.8441 0.7505
C 1.9785 2.4068 0.0128
C 2.9432 3.3620 0.7072
O 3.8783 3.7191 -0.3020
C 4.9893 4.6261 0.1334
H -4.5408 0.4581 -0.2845
H -4.4151 1.4261 1.2196
H -3.7625 -0.2195 1.0874
H -1.1958 0.6091 1.3352
H -1.9481 2.0867 1.9360
H -0.4632 3.3582 0.4943
H -0.5104 2.1672 -0.7633
H 0.9430 1.9826 1.7453
H 1.5783 2.7250 -0.9499
H 2.5915 1.5736 -0.3310
H 3.4390 2.7331 1.4467
H 2.3109 4.0743 1.2372
H 4.6385 5.6476 0.2804
H 5.8404 4.8686 -0.5030
H 5.3921 4.4177 1.1246
C -2.2913 -3.7115 8.7485
O -2.8161 -3.2697 7.4930
C -3.0912 -4.3145 6.5502
C -2.0148 -5.1671 5.6598
N -1.3847 -4.3164 4.6308
C -0.5451 -3.2832 5.2801
C 0.7277 -3.9527 5.8011
O 1.7048 -2.9604 6.1073
C 2.5616 -2.4730 5.0895
H -1.5917 -2.9617 9.1179
H -1.6373 -4.5276 8.4414
H -2.9770 -4.2490 9.4035
H -3.9356 -3.9503 5.9650
H -3.5714 -5.1637 7.0365
H -2.6575 -5.8769 5.1390
H -1.3129 -5.7164 6.2872
H -1.0159 -4.8074 3.8290
H -1.1070 -2.8073 6.0838
H -0.3314 -2.6224 4.4400
H 1.1051 -4.5891 5.0006
H 0.3728 -4.3928 6.7331
H 3.4259 -3.1294 4.9881
H 2.8504 -1.4313 5.2295
H 2.0142 -2.4398 4.1474
C -4.5995 -4.4206 -5.8867
O -3.9464 -3.4135 -6.6285
C -3.6333 -2.3422 -5.7453
C -4.9034 -1.7352 -5.0367
N -6.0286 -1.4530 -5.8688
C -5.8340 -0.3779 -6.8374
C -7.1581 0.2467 -7.4197
O -7.7115 -0.6358 -8.4745
C -8.8358 -0.2113 -9.2400
H -5.5844 -4.1765 -5.4887
H -3.9348 -4.8071 -5.1142
H -4.8312 -5.1809 -6.6326
H -3.2120 -1.5195 -6.3230
H -3.0689 -2.3333 -4.8128
H -4.6901 -0.7493 -4.6238
H -5.1514 -2.3371 -4.1624
H -6.1988 -2.3340 -6.3324
H -5.2197 -0.7177 -7.6712
H -5.2831 0.4623 -6.4147
H -6.7431 1.0621 -8.0121
H -7.7519 0.5668 -6.5635
H -9.1976 -0.9681 -9.9361
H -8.7274 0.6235 -9.9325
H -9.6730 -0.0133 -8.5707
C -12.0349 1.0069 0.3769
O -11.5756 -0.0874 -0.4408
C -12.2062 -0.2319 -1.6788
C -13.6991 -0.7903 -1.6351
N -13.7487 -2.1539 -0.9873
C -14.9259 -2.4857 -0.1635
C -14.7048 -2.3136 1.3575
O -15.6906 -2.7449 2.2701
C -15.8730 -4.1330 2.0602
H -11.8666 2.0162 0.0013
H -11.4174 1.1071 1.2695
H -13.0794 0.8420 0.6413
H -11.5328 -0.7392 -2.3697
H -12.2960 0.7763 -2.0831
H -14.0657 -0.7503 -2.6609
H -14.4588 -0.2024 -1.1201
H -12.8442 -2.2685 -0.5529
H -15.1794 -3.5182 -0.4038
H -15.8226 -1.9955 -0.5428
H -14.3782 -1.3213 1.6685
H -13.7361 -2.7439 1.6118
H -15.1174 -4.8618 2.3534
H -16.2258 -4.3932 1.0623
H -16.7433 -4.3502 2.6796
C -13.3937 -3.7391 11.8480
O -14.0513 -4.1006 10.6430
C -14.0761 -5.5036 10.3966
C -14.5868 -5.6896 8.9826
N -14.1786 -4.5708 8.0777
C -12.7431 -4.6045 7.5952
C -12.3152 -3.2896 7.0567
O -11.1779 -3.3875 6.2498
C -10.7649 -2.1445 5.8588
H -12.3059 -3.8042 11.8257
H -13.7118 -4.3480 12.6942
H -13.6911 -2.7618 12.2282
H -14.7952 -6.0375 11.0179
H -13.1062 -5.9944 10.4773
H -15.6600 -5.6232 9.1614
H -14.3476 -6.6609 8.5495
H -14.1460 -3.6508 8.4932
H -12.5726 -5.2635 6.7439
H -12.1336 -4.8659 8.4602
H -12.1313 -2.5932 7.8749
H -13.1118 -2.9770 6.3815
H -10.8215 -1.3806 6.6343
H -11.5238 -1.8273 5.1436
H -9.8200 -2.2871 5.3345
```

## Properties
LUMO level, eV: 0.43
M, g mol⁻¹: 1065.5
Orbital gap, Eh: 0.3193
SMILES: COCCNCCOC.COCCNCCOC.COCCNCCOC.COCCNCCOC.COCCNCCOC.COCCNCCOC.COCCNCCOC.COCCNCCOC
Multiplicity: 1


Result of the stability comparison: entry ii is the least stable of them.